(1)
A molecular structure, C36H55AsNO3RhSSbSi3. Source: OMol25; level of theory: wB97M-V/def2-TZVPD.

The geometry in XYZ format:
```
102
Properties=species:S:1:pos:R:3
Rh 0.06 0.47 0.99
C -2.37 -4.93 1.23
C -2.38 -4.77 -0.26
C -2.81 -5.84 -1.05
C -2.84 -5.74 -2.44
C -2.43 -4.56 -3.06
C -1.99 -3.49 -2.29
C -1.96 -3.57 -0.89
Sb -1.23 -1.76 0.08
C -3.00 -0.69 -0.55
C -4.26 -1.27 -0.36
C -5.42 -0.60 -0.77
C -5.32 0.65 -1.38
C -4.07 1.23 -1.59
C -2.90 0.57 -1.18
C -1.56 1.21 -1.42
C -1.58 -2.03 2.20
C -2.82 -1.69 2.77
C -3.04 -1.87 4.14
C -2.03 -2.38 4.95
C -0.79 -2.70 4.41
C -0.55 -2.53 3.03
C 0.81 -2.87 2.47
H -2.72 -5.94 1.54
H -3.06 -4.19 1.69
H -1.34 -4.80 1.62
H -3.14 -6.77 -0.59
H -3.18 -6.57 -3.04
H -2.45 -4.48 -4.14
H -1.67 -2.58 -2.79
H -4.35 -2.24 0.11
H -6.39 -1.05 -0.62
H -6.22 1.16 -1.71
H -4.01 2.20 -2.08
H -1.66 2.19 -1.93
H -0.94 0.55 -2.06
H -1.04 1.37 -0.45
H -3.61 -1.29 2.17
H -4.00 -1.61 4.57
H -2.20 -2.51 6.01
H -0.01 -3.09 5.06
H 1.50 -3.25 3.25
H 1.26 -1.96 2.02
H 0.71 -3.66 1.69
N -0.87 2.09 0.33
C -1.56 3.20 -0.20
C -1.05 3.85 -1.33
C -1.68 4.99 -1.83
C -2.81 5.50 -1.18
C -3.29 4.89 -0.02
C -2.66 3.74 0.47
S -3.64 6.99 -1.79
O -2.65 7.57 -2.70
O -3.87 7.74 -0.56
O -4.83 6.43 -2.42
H -1.55 1.43 0.75
H -0.41 2.34 1.21
H -0.17 3.46 -1.83
H -1.30 5.49 -2.72
H -4.16 5.31 0.49
H -3.05 3.28 1.38
C 4.01 -0.93 2.85
Si 3.94 -1.15 1.00
C 5.72 -1.17 0.40
C 3.23 -2.83 0.64
As 2.45 0.47 0.14
Si 3.58 2.48 0.60
C 5.44 2.44 0.43
C 3.17 2.94 2.36
C 2.94 3.89 -0.45
Si 2.60 0.10 -2.18
C 1.98 1.57 -3.15
C 1.43 -1.29 -2.57
C 4.28 -0.36 -2.83
H 4.62 -1.75 3.29
H 2.98 -0.98 3.27
H 4.48 0.04 3.10
H 6.25 -2.00 0.92
H 6.25 -0.24 0.63
H 5.78 -1.36 -0.68
H 3.86 -3.61 1.12
H 3.22 -3.00 -0.45
H 2.19 -2.89 1.04
H 5.85 1.78 1.21
H 5.83 3.46 0.62
H 5.72 2.11 -0.59
H 3.54 2.16 3.06
H 2.07 3.03 2.47
H 3.65 3.91 2.61
H 3.24 3.76 -1.50
H 3.38 4.84 -0.08
H 1.83 3.95 -0.36
H 0.98 1.87 -2.79
H 1.92 1.29 -4.22
H 2.69 2.41 -3.07
H 0.40 -1.02 -2.25
H 1.74 -2.22 -2.05
H 1.43 -1.48 -3.67
H 5.03 0.42 -2.56
H 4.22 -0.44 -3.94
H 4.56 -1.35 -2.44
H 0.06 0.47 2.67
```

- highest occupied orbital energy (spin up / spin down) (hartree) = -0.3820 / -0.3954
- spin multiplicity = 5
- expectation value of S² = 6.030
- electronic energy (eV) = -150694.1662
- net charge = +1



(2)
A molecular structure, C2H2N2O2. Source: OMol25; level of theory: wB97M-V/def2-TZVPD.

The geometry in XYZ format:
```
8
Properties=species:S:1:pos:R:3
N 0.03 -0.50 -0.36
C -1.28 0.25 0.02
N 0.50 0.38 0.79
C 1.51 0.25 0.06
O -2.27 -0.37 0.33
O 2.65 0.22 -0.23
H 0.12 -1.50 -0.23
H -1.27 1.27 -0.38
```

- highest occupied orbital energy (hartree) = -0.3885
- relative energy (zero: lowest compared OMol25 entry of this formula, charge and spin) (kJ/mol) = 391.19
- electronic energy (eV) = -9177.7319



(3)
A single C3H3NO2 molecule. Source: OMol25; level of theory: wB97M-V/def2-TZVPD.

The geometry in XYZ format:
```
9
Properties=species:S:1:pos:R:3
C -0.97 -0.20 0.10
O -0.49 0.89 -0.55
C 0.91 0.98 -0.57
O 1.43 1.90 -1.10
C 1.58 -0.23 0.16
N 0.56 -0.89 0.54
H 0.11 -1.65 1.00
H -1.58 0.08 0.99
H -1.55 -0.87 -0.57
```

- highest occupied orbital energy (hartree) = -0.3468
- relative energy (zero: lowest compared OMol25 entry of this formula, charge and spin) (kJ/mol) = 360.02
- electronic energy (eV) = -8741.3998



(4)
A molecular structure, C16H31NP2STi. Source: OMol25; level of theory: wB97M-V/def2-TZVPD.

The geometry in XYZ format:
```
52
Properties=species:S:1:pos:R:3
P -0.64 2.20 -0.55
P 2.32 -0.19 -0.89
C 1.18 2.39 -0.80
C 1.91 1.36 -1.72
H 1.63 2.43 0.21
H 1.28 3.39 -1.24
H 1.34 1.12 -2.64
H 2.88 1.79 -2.02
C 3.83 0.04 0.15
H 3.89 -0.79 0.89
H 3.79 1.03 0.66
H 4.70 -0.02 -0.53
C 2.77 -1.71 -1.75
H 3.83 -1.69 -2.01
H 2.18 -1.81 -2.67
H 2.59 -2.59 -1.11
C -1.19 3.73 0.18
H -2.27 3.66 0.42
H -1.02 4.56 -0.52
H -0.63 3.93 1.10
C -1.23 2.00 -2.26
H -0.85 1.09 -2.75
H -0.89 2.85 -2.88
H -2.32 1.94 -2.31
Ti -2.94 0.56 0.06
C 0.52 -2.98 1.28
C 1.07 -1.99 2.00
C 1.24 -0.57 1.61
C 0.13 0.34 2.05
C -0.59 0.77 0.70
C -0.90 -0.30 -0.32
C -0.35 -1.59 -0.71
C -0.58 -2.75 0.25
C -4.05 -1.27 -0.11
H 0.67 -4.04 1.54
H 1.82 -2.26 2.79
H 1.29 -0.56 0.47
H 2.18 -0.14 1.99
H -0.60 -0.20 2.70
H 0.48 1.23 2.65
H -1.55 1.16 1.32
H -1.69 -0.02 -1.18
H 0.73 -1.50 -1.04
H -0.79 -1.84 -1.69
H -1.58 -2.63 0.75
H -0.60 -3.66 -0.37
H -3.76 -2.31 0.20
H -4.29 -1.32 -1.20
H -4.97 -0.99 0.45
S -3.44 0.77 2.29
C -3.29 -0.80 3.00
N -3.24 -1.82 3.57
```

- highest occupied orbital energy (spin up / spin down) (hartree) = -0.2156 / -0.2330
- relative energy (zero: lowest compared OMol25 entry of this formula, charge and spin) (kJ/mol) = 760.87
- spin multiplicity = 3
- expectation value of S² = 2.020
- electronic energy (eV) = -71102.0087



(5)
A molecular structure, C10H23O10V. Source: OMol25; level of theory: wB97M-V/def2-TZVPD.

The geometry in XYZ format:
```
44
Properties=species:S:1:pos:R:3
V -15.18 -18.11 0.87
O -16.54 -19.30 0.06
H -17.48 -19.49 -0.15
O -14.54 -18.99 2.52
H -14.23 -19.34 3.38
C -17.53 -16.00 2.34
O -16.45 -16.62 1.71
H -18.47 -16.56 2.33
H -17.29 -16.01 3.41
H -17.80 -14.97 2.11
C -14.85 -21.53 -1.37
O -13.46 -21.08 -1.50
C -13.01 -19.91 -1.04
O -13.76 -19.05 -0.44
O -11.63 -19.79 -1.24
C -10.81 -18.94 -0.50
H -15.26 -21.64 -0.37
H -14.78 -22.55 -1.75
H -15.57 -21.04 -2.03
H -9.85 -19.31 -0.88
H -10.79 -19.13 0.57
H -10.71 -17.91 -0.85
C -14.94 -17.97 -3.34
O -15.35 -16.66 -3.05
C -15.31 -16.09 -1.88
O -15.15 -16.75 -0.87
O -15.42 -14.75 -2.01
C -15.68 -13.95 -0.85
H -15.43 -18.35 -4.23
H -15.14 -18.70 -2.55
H -13.86 -17.97 -3.48
H -16.73 -14.04 -0.55
H -15.65 -12.89 -1.11
H -15.03 -14.19 -0.01
C -11.25 -16.26 2.08
C -12.73 -16.33 2.41
O -13.58 -16.65 1.59
C -13.14 -16.32 3.92
H -10.89 -15.56 2.83
H -11.06 -15.94 1.05
H -10.72 -17.22 2.08
H -12.52 -17.08 4.39
H -14.21 -16.50 4.07
H -12.88 -15.30 4.21
```

- highest occupied orbital energy (spin up / spin down) (hartree) = -0.2558 / -0.2602
- relative energy (zero: lowest compared OMol25 entry of this formula, charge and spin) (kJ/mol) = 140.48
- spin multiplicity = 3
- expectation value of S² = 2.011
- electronic energy (eV) = -56903.4774



(6)
2 unconnected molecules or ions with the total composition C4H12NO3. Source: OMol25; level of theory: wB97M-V/def2-TZVPD.

The geometry in XYZ format:
```
20
Properties=species:S:1:pos:R:3
C -1.01 -0.12 1.41
C 0.04 0.97 1.20
C 1.18 0.55 0.18
C 0.79 1.01 -1.18
O 1.75 1.59 -1.84
O -0.36 0.98 -1.63
N -2.06 -0.06 0.35
H -0.71 -1.16 1.52
H -1.41 -0.02 2.43
H 0.42 1.29 2.16
H -0.48 1.76 0.67
H 1.18 -0.53 0.25
H 2.08 0.91 0.61
H 1.39 2.04 -2.62
H -2.92 0.39 0.66
H -1.68 0.44 -0.47
H -2.35 -0.97 -0.02
H 0.64 -3.05 -1.03
H 1.96 -3.31 -1.64
O 1.55 -2.72 -1.01
```

- highest occupied orbital energy (hartree) = -0.5453
- relative energy (zero: lowest compared OMol25 entry of this formula, charge and spin) (kJ/mol) = 46.60
- electronic energy (eV) = -11969.1129
- net charge = +1